[1]
{
  "formula": "C25H49Br14NO3",
  "method": "ωB97M-V/def2-TZVPD",
  "elements": ["C", "C", "C", "C", "C", "C", "C", "O", "C", "C", "O", "C", "O", "C", "N", "H", "H", "H", "H", "H", "H", "H", "H", "H", "H", "H", "H", "H", "H", "H", "H", "H", "H", "H", "H", "H", "Br", "C", "C", "Br", "H", "H", "H", "H", "Br", "C", "C", "Br", "H", "H", "H", "H", "Br", "C", "C", "Br", "H", "H", "H", "H", "Br", "C", "C", "Br", "H", "H", "H", "H", "Br", "C", "C", "Br", "H", "H", "H", "H", "Br", "C", "C", "Br", "H", "H", "H", "H", "Br", "C", "C", "Br", "H", "H", "H", "H"],
  "xyz": [[-5.27486, 1.38469, 1.69762], [-4.37071, 0.41566, 2.58429], [-2.94323, 0.35452, 1.88930], [-1.90752, -0.50488, 2.74033], [-1.81257, -2.00816, 2.19154], [-1.88749, -3.03990, 3.37214], [-1.51208, -4.51550, 2.98989], [-0.26369, -4.63903, 2.28135], [-0.17944, -5.95073, 1.67515], [0.30497, -5.94682, 0.18077], [1.42734, -5.07417, 0.02894], [1.04331, -3.78133, -0.46788], [-0.71035, -5.74786, -0.82780], [-1.85430, -5.22176, -0.36747], [-2.72358, -4.50406, -0.10774], [-6.33690, 1.31650, 2.05263], [-5.15710, 1.09710, 0.62087], [-4.86584, 2.42159, 1.82637], [-4.80981, -0.61467, 2.63972], [-4.26077, 0.88547, 3.60116], [-2.57144, 1.41806, 1.84405], [-3.04356, -0.07790, 0.85442], [-2.16844, -0.54669, 3.82834], [-0.91446, 0.00085, 2.61797], [-0.80887, -2.09686, 1.68824], [-2.64546, -2.14673, 1.45360], [-1.28076, -2.63565, 4.23030], [-2.95266, -3.05492, 3.74773], [-1.42636, -5.08305, 3.96573], [-2.38460, -4.95334, 2.44284], [0.64187, -6.47082, 2.25448], [-1.10099, -6.56641, 1.86076], [0.73141, -6.97386, -0.00634], [0.29127, -3.25673, 0.18063], [0.70599, -3.79803, -1.54324], [1.96218, -3.13352, -0.45222], [-3.03781, 4.78633, 2.46839], [-3.51042, 5.41858, 0.68777], [-4.91146, 5.96542, 0.66637], [-6.22065, 4.52319, 0.66706], [-3.36359, 4.58623, 0.00267], [-2.78517, 6.20129, 0.46124], [-5.09426, 6.51895, -0.25535], [-5.13698, 6.60335, 1.51835], [-4.52220, 6.38289, -3.67950], [-6.16689, 5.66906, -4.44491], [-7.05759, 5.08476, -3.37937], [-6.41164, 3.34722, -2.78984], [-5.87635, 4.94716, -5.20465], [-6.65037, 6.52094, -4.92378], [-8.05619, 4.89853, -3.77471], [-7.13329, 5.71213, -2.49291], [1.61060, 1.79963, 1.78067], [3.03492, 0.68230, 2.49624], [3.08727, -0.64664, 1.79002], [1.65705, -1.82405, 2.39389], [2.86252, 0.59323, 3.56656], [3.95351, 1.24475, 2.32596], [4.01194, -1.17264, 2.03089], [2.99354, -0.56234, 0.70905], [4.89742, -5.08548, 3.18503], [4.61523, -5.45504, 1.29268], [5.91845, -5.64699, 0.56405], [6.80650, -3.94309, 0.23611], [4.01929, -4.63577, 0.89713], [4.02543, -6.37119, 1.26873], [5.74202, -6.07081, -0.42474], [6.62568, -6.27399, 1.10306], [3.64690, -5.58325, -3.23129], [5.38488, -5.16673, -4.00872], [6.12873, -6.41915, -4.39909], [6.87795, -7.30427, -2.83597], [5.91963, -4.56038, -3.28029], [5.16523, -4.56203, -4.88890], [6.98458, -6.17472, -5.02829], [5.50476, -7.14951, -4.90953], [-0.24041, 4.30435, 0.64037], [1.27540, 5.23314, -0.16987], [1.39460, 6.66262, 0.35643], [0.06309, 7.83121, -0.46445], [1.13603, 5.16731, -1.23155], [2.14984, 4.64636, 0.11439], [2.36779, 7.11379, 0.09035], [1.25600, 6.71707, 1.43588], [2.48576, 6.61094, -1.80311], [3.73414, 6.78449, -3.29765], [3.81631, 5.50854, -4.09746], [4.88445, 4.16334, -3.17730], [4.68965, 7.09117, -2.87777], [3.33497, 7.59392, -3.91063], [4.32913, 5.68080, -5.04380], [2.84356, 5.06198, -4.29241]],
  "gap_ev": 9.68,
  "homo_ev": -9.45
}


[2]
{
  "formula": "C29H59Cl25NO4P",
  "method": "ωB97M-V/def2-TZVPD",
  "elements": ["C", "N", "C", "P", "O", "C", "Cl", "C", "C", "O", "O", "O", "H", "H", "H", "H", "H", "H", "H", "H", "H", "H", "H", "Cl", "C", "C", "Cl", "H", "H", "H", "H", "Cl", "C", "C", "Cl", "H", "H", "H", "H", "Cl", "C", "C", "Cl", "H", "H", "H", "H", "Cl", "C", "C", "Cl", "H", "H", "H", "H", "Cl", "C", "C", "Cl", "H", "H", "H", "H", "Cl", "C", "C", "Cl", "H", "H", "H", "H", "Cl", "C", "C", "Cl", "H", "H", "H", "H", "Cl", "C", "C", "Cl", "H", "H", "H", "H", "Cl", "C", "C", "Cl", "H", "H", "H", "H", "Cl", "C", "C", "Cl", "H", "H", "H", "H", "Cl", "C", "C", "Cl", "H", "H", "H", "H", "Cl", "C", "C", "Cl", "H", "H", "H", "H"],
  "xyz": [[-1.77140, -8.76736, 0.04015], [-1.36430, -7.78453, 0.98694], [-0.03317, -7.25554, 0.75004], [0.24116, -6.36534, -0.91257], [0.29390, -4.75092, -0.09275], [0.06701, -3.74872, -0.92537], [-1.27743, -2.67193, -0.29961], [-0.29001, -4.26500, -2.28656], [0.10566, -3.32521, -3.43314], [1.29947, -2.89860, -3.44920], [-0.79342, -3.10268, -4.23265], [0.45505, -5.44228, -2.38733], [-1.11868, -9.63792, -0.00779], [-2.75673, -9.12712, 0.25544], [-1.79919, -8.35842, -0.93743], [-1.42443, -8.14546, 1.91939], [0.14468, -6.51890, 1.50014], [0.74630, -8.01231, 0.84128], [1.66323, -6.42431, -0.63723], [0.33469, -7.60665, -1.66661], [-1.18652, -6.22441, -1.08129], [0.95222, -3.14815, -1.01583], [-1.33564, -4.45528, -2.42372], [3.68573, 1.69668, -3.87985], [3.68405, 0.54061, -2.51729], [2.34948, -0.11647, -2.38406], [1.08539, 1.02341, -1.82224], [3.99046, 1.06632, -1.61701], [4.43196, -0.21424, -2.75096], [2.39784, -0.92313, -1.65674], [2.02048, -0.54941, -3.32612], [-4.24095, 1.27309, 2.12678], [-3.77145, 0.56255, 0.54911], [-4.61930, -0.61807, 0.18014], [-4.31158, -2.02092, 1.22283], [-2.72204, 0.28927, 0.60592], [-3.88939, 1.34492, -0.19268], [-4.36967, -0.92542, -0.83430], [-5.67914, -0.38508, 0.22383], [6.18055, -0.61435, -4.79510], [4.90293, -1.27453, -5.86147], [4.11209, -2.37404, -5.19435], [5.11581, -3.83008, -4.95414], [5.38250, -1.62830, -6.76905], [4.24400, -0.44504, -6.11016], [3.27459, -2.66195, -5.82384], [3.71475, -2.07821, -4.22760], [2.54715, 6.59604, -5.44282], [2.54868, 5.43512, -4.07745], [1.19584, 4.80887, -3.87583], [0.04333, 6.03526, -3.28378], [2.87541, 5.96663, -3.19139], [3.28419, 4.66845, -4.30924], [1.24638, 4.02016, -3.12674], [0.81162, 4.38175, -4.79630], [-0.04481, 3.66639, 2.72137], [-1.20192, 4.98343, 2.42163], [-2.53924, 4.47172, 1.96055], [-2.44949, 3.75380, 0.33932], [-0.75804, 5.65271, 1.69008], [-1.32390, 5.52097, 3.36153], [-3.24890, 5.29614, 1.90758], [-2.93260, 3.71534, 2.63223], [-7.25733, 1.73201, -1.28082], [-8.42460, 0.77639, -2.22216], [-9.19600, -0.16878, -1.34290], [-8.15057, -1.44862, -0.67361], [-7.87415, 0.24168, -2.99020], [-9.10705, 1.47375, -2.70378], [-9.97661, -0.65769, -1.92250], [-9.65609, 0.35153, -0.50832], [1.50318, -8.48610, 5.99931], [0.11481, -7.38833, 5.76219], [-1.17260, -8.14050, 5.56564], [-1.20319, -9.00002, 4.00960], [0.33245, -6.75003, 4.91093], [0.04459, -6.77170, 6.65581], [-2.00420, -7.43879, 5.55349], [-1.33572, -8.86335, 6.36031], [-9.46929, -2.91894, 3.63602], [-8.89499, -3.65476, 2.11237], [-9.61809, -4.93326, 1.79493], [-9.22355, -6.24669, 2.93616], [-7.82414, -3.81271, 2.19889], [-9.07425, -2.92969, 1.32426], [-9.32621, -5.27509, 0.80437], [-10.69468, -4.79281, 1.81482], [2.17922, 5.98881, -0.29139], [2.79362, 4.30394, -0.23807], [4.28847, 4.25029, -0.14319], [5.10418, 4.82522, -1.62974], [2.41591, 3.78367, -1.11474], [2.36631, 3.83568, 0.64592], [4.60528, 3.22530, 0.01366], [4.63813, 4.86038, 0.68102], [7.16468, 9.17530, 2.94142], [6.03997, 8.58226, 1.68505], [5.17087, 7.46188, 2.17814], [6.09558, 5.96607, 2.48095], [6.63036, 8.27638, 0.82727], [5.41376, 9.42381, 1.39755], [4.42236, 7.22200, 1.42373], [4.65884, 7.72580, 3.09757], [1.77730, 6.66577, 3.38966], [1.39252, 8.34829, 3.82066], [1.09746, 9.19502, 2.61129], [2.54430, 9.47426, 1.60625], [2.22362, 8.75050, 4.39265], [0.51301, 8.31733, 4.46206], [0.74292, 10.17364, 2.92823], [0.34173, 8.73527, 1.98126], [3.85688, 0.99729, 1.04579], [5.57706, 0.56621, 0.85639], [5.78696, -0.92302, 0.83614], [5.45753, -1.66271, 2.42262], [6.13166, 1.03448, 1.66420], [5.91011, 0.99445, -0.08872], [6.82476, -1.13960, 0.59253], [5.14766, -1.40478, 0.10234]],
  "gap_ev": 4.35,
  "charge": -2,
  "homo_ev": -1.84
}


[3]
{
  "formula": "C3H8OSi",
  "method": "ωB97M-V/def2-TZVPD",
  "elements": ["C", "C", "C", "O", "Si", "H", "H", "H", "H", "H", "H", "H", "H"],
  "xyz": [[-2.41178, 1.02516, -0.17219], [-1.48425, 0.26916, 0.39911], [2.23322, 0.05567, 0.26491], [1.33190, -0.96394, -0.10772], [-1.22230, -1.58402, 0.09938], [-2.57100, 2.06150, 0.09573], [-3.06324, 0.64511, -0.94467], [-0.88136, 0.72047, 1.18230], [3.01397, -0.33380, 0.92708], [1.65014, 0.79546, 0.80855], [1.80408, -1.67038, -0.56084], [-1.09240, -1.54920, -1.38783], [2.69302, 0.52882, -0.60380]],
  "e_above_lowest_ev": 3.4052,
  "gap_ev": 7.85,
  "homo_ev": -7.71
}


[4]
{
  "formula": "C15H23F9IrNO3P2",
  "method": "ωB97M-V/def2-TZVPD",
  "elements": ["Ir", "P", "C", "C", "N", "C", "C", "C", "C", "C", "P", "H", "H", "H", "H", "H", "H", "H", "H", "O", "H", "H", "O", "H", "C", "H", "H", "H", "C", "H", "H", "H", "C", "H", "H", "H", "C", "H", "H", "H", "F", "C", "F", "F", "C", "O", "C", "F", "F", "F", "C", "F", "F", "F"],
  "xyz": [[0.50784, 0.10092, -0.38319], [-0.42213, -0.14874, 1.76392], [-2.04180, -0.90086, 1.75155], [-2.87175, -0.23530, 0.79627], [-2.16417, 0.30002, -0.24628], [-2.79416, 0.74605, -1.33247], [-4.15904, 0.97214, -1.34523], [-4.91423, 0.57922, -0.23431], [-4.25669, -0.04481, 0.82339], [-1.90510, 0.88140, -2.54803], [-0.43270, -0.23866, -2.21298], [-4.79965, -0.37341, 1.72040], [-4.63287, 1.41088, -2.25757], [-5.98578, 0.76077, -0.20884], [-2.40972, 0.56608, -3.48150], [-1.53737, 1.91346, -2.68749], [-1.70044, -2.23657, 1.25951], [-2.48163, -0.97607, 2.74146], [-0.18990, -3.06233, 0.36836], [-1.33991, -3.12280, 0.75405], [-1.55187, -3.96152, 1.18658], [0.90426, -1.73892, -0.27137], [0.83970, -2.81877, -0.11946], [1.69285, -3.25611, -0.27419], [-1.10641, -1.88820, -2.50124], [-1.85307, -1.83894, -3.29999], [-0.27362, -2.54764, -2.76203], [-1.56408, -2.27926, -1.58725], [0.68135, 0.12320, -3.57885], [1.44522, -0.66067, -3.59633], [0.12518, 0.14499, -4.52071], [1.15811, 1.09193, -3.39334], [-0.54256, 1.50896, 2.47611], [-1.32394, 1.51111, 3.25359], [0.43438, 1.78683, 2.89413], [-0.78951, 2.21403, 1.67125], [0.57956, -1.17038, 2.87480], [1.61963, -0.82013, 2.83314], [0.18766, -1.06310, 3.89733], [0.53231, -2.22229, 2.55198], [3.92487, -0.77415, -0.33468], [3.96697, 0.56389, -0.56073], [5.26304, 0.94168, -0.59640], [3.43857, 0.77093, -1.79762], [3.15657, 1.32022, 0.52964], [1.94539, 0.67975, 0.78177], [3.91914, 1.23881, 1.91564], [5.08937, 1.91298, 1.94310], [3.12446, 1.72247, 2.90688], [4.16555, -0.06360, 2.21582], [2.90679, 2.82253, 0.14519], [4.06435, 3.48610, -0.07617], [2.14409, 2.91317, -0.97785], [2.22692, 3.45870, 1.13026]],
  "s_squared": 8.8007,
  "multiplicity": 6,
  "gap_ev": [7.87, 6.03],
  "charge": 3,
  "homo_ev": [-18.14, -20.30]
}


Calculated E (Ha), listed in the same order as above: -37298.4578 -13342.3216 -483.7175 -2550.4439